Entry 1:
A single C3H7NOS molecule. Source: the OMol25 dataset; level of theory: ωB97M-V with the def2-TZVPD basis set.

* SMILES string: CO/N=C\CS
* ΔE to the lowest compared entry with this formula, charge and spin: 308.08 kJ/mol
* frontier orbital gap: 9.990 eV
* LUMO: 0.034 hartree

Atoms and positions in Å:
1 S -2.448 -0.869 -0.207
2 O 0.799 -0.330 0.258
3 N 0.577 0.859 -0.379
4 C -1.660 0.601 0.486
5 C 2.095 -0.903 -0.044
6 C -0.608 1.235 -0.273
7 H -1.379 0.346 1.485
8 H 2.714 -1.000 0.842
9 H -0.800 2.141 -0.888
10 H 2.550 -0.196 -0.752
11 H 1.899 -1.904 -0.411
12 H -1.195 -1.221 -0.739
13 H -2.543 1.240 0.623

For reference, the Mulliken charges in units of e are:
1. S -0.236
2. O -0.149
3. N -0.434
4. C -0.419
5. C -0.548
6. C -0.081
7. H 0.308
8. H 0.219
9. H 0.345
10. H 0.321
11. H 0.217
12. H 0.152
13. H 0.306

Entry 2:
A single C3H7NOS molecule. Source: the OMol25 dataset; level of theory: ωB97M-V with the def2-TZVPD basis set.

* SMILES string: C=NOCSC
* ΔE to the lowest compared entry with this formula, charge and spin: 384.43 kJ/mol
* frontier orbital gap: 9.444 eV
* LUMO: 0.039 hartree

Atoms and positions in Å:
1 S -0.443 0.607 -1.181
2 O -0.149 -1.205 0.707
3 N 1.242 -1.535 0.821
4 C -0.502 0.124 0.645
5 C 1.362 -2.800 0.623
6 C -0.776 2.331 -1.231
7 H 0.396 0.714 1.000
8 H -0.082 2.950 -0.502
9 H -0.727 2.532 -2.291
10 H -1.553 0.251 1.045
11 H 2.473 -3.016 0.941
12 H 0.557 -3.483 0.267
13 H -1.796 2.529 -0.844

For reference, the Mulliken charges in units of e are:
1. S -0.098
2. O -0.104
3. N -0.380
4. C -0.343
5. C -0.263
6. C -0.722
7. H 0.295
8. H 0.234
9. H 0.266
10. H 0.299
11. H 0.265
12. H 0.299
13. H 0.253

Entry 3:
A single C3H7NOS molecule. Source: the OMol25 dataset; level of theory: ωB97M-V with the def2-TZVPD basis set.

* SMILES string: CCONC=S
* ΔE to the lowest compared entry with this formula, charge and spin: 412.85 kJ/mol
* frontier orbital gap: 9.326 eV
* LUMO: 0.018 hartree

Atoms and positions in Å:
1 S 0.432 -1.676 -2.399
2 O -0.830 -0.262 0.298
3 N -0.126 -1.476 0.296
4 C -0.214 2.046 0.046
5 C 0.250 -2.163 -0.915
6 C 0.187 0.607 0.635
7 H 0.356 2.882 0.371
8 H 0.325 0.640 1.857
9 H 1.132 0.078 0.219
10 H -0.228 2.272 -1.145
11 H -1.263 2.242 0.438
12 H 0.463 -3.142 -0.667
13 H -0.484 -2.049 0.967

For reference, the Mulliken charges in units of e are:
1. S -0.272
2. O -0.209
3. N -0.232
4. C -1.032
5. C -0.154
6. C -0.020
7. H 0.373
8. H 0.183
9. H 0.300
10. H 0.229
11. H 0.251
12. H 0.349
13. H 0.234